ORCA calculation (ωB97M-V with the def2-TZVPD basis set) on C35H37BF4MnP2 as an isolated structure.

XYZ file:
```
80
C35H37BF4MnP2, DFT ωB97M-V with the def2-TZVPD basis set
Mn -0.1935 1.1556 0.0977
C -1.7729 1.0575 -2.8013
C -1.8045 -0.2702 -2.5456
C -1.2527 -1.2729 -3.4852
C 0.1600 -0.9237 -4.0086
C 0.9987 -0.0365 -3.1373
C 1.0046 1.3191 -3.1844
C 0.1498 2.1428 -4.0787
C -1.3075 1.6365 -4.0907
C 1.5921 0.0848 2.7818
H -2.3926 1.8620 -2.3225
H -2.4650 -0.7109 -1.7924
H -1.9475 -1.3367 -4.3493
H -1.2346 -2.3116 -3.1133
H 0.6985 -1.8747 -4.1796
H 0.0398 -0.4665 -4.9990
H 1.8293 -0.5814 -2.7036
H 1.8612 1.8042 -2.7688
H 0.5297 2.1204 -5.1182
H 0.1665 3.2118 -3.8089
H -1.9494 2.5000 -4.3343
H -1.4049 0.9298 -4.9181
H 0.9764 0.9473 2.9959
H 2.4179 0.1380 3.5282
H 0.9543 -0.7707 3.0463
P -1.6697 -0.7668 0.5748
P 2.1876 -0.0124 1.0939
C -0.1259 -1.2083 -0.2641
C 1.2246 -0.7957 -0.1875
C -2.5885 -2.1642 1.1877
C -2.9075 -3.1530 0.2385
C -3.5852 -4.3105 0.6276
C -3.9407 -4.4983 1.9798
C -3.5691 -3.5317 2.9419
C -2.9049 -2.3657 2.5521
C -2.7995 0.5933 -0.0153
C -2.3350 1.9460 -0.3099
C -3.1907 3.0553 -0.0074
C -4.5666 2.8434 0.1964
C -5.0407 1.5256 0.2208
C -4.1768 0.4199 0.1929
C 3.6527 -1.0792 1.2354
C 3.4599 -2.3948 1.6789
C 4.5326 -3.2512 1.9444
C 5.8471 -2.7587 1.7421
C 6.0748 -1.4517 1.2435
C 4.9581 -0.6330 1.0037
C 2.7173 1.6701 0.6408
C 2.6589 2.7147 1.5785
C 2.8644 4.0438 1.1795
C 3.0567 4.3469 -0.1771
C 3.0621 3.3127 -1.1234
C 2.9684 1.9789 -0.7034
H -0.3586 -2.0288 -0.9499
H 1.8788 -1.2126 -0.9640
H -2.5739 -2.9881 -0.7822
H -3.8933 -4.9946 -0.1557
H -4.5297 -5.3772 2.2555
H -3.8704 -3.6888 3.9881
H -2.5863 -1.6025 3.2654
H -1.3858 2.0604 -1.0148
H -2.7749 4.0611 0.1804
H -5.2464 3.6942 0.3484
H -6.1061 1.3539 0.3141
H -4.5690 -0.5945 0.3349
H 2.4099 -2.6962 1.7910
H 4.3345 -4.2835 2.3037
H 6.6752 -3.4571 1.9184
H 7.1209 -1.1260 1.0594
H 5.1085 0.3749 0.6216
H 2.4909 2.4102 2.6070
H 2.9451 4.8213 1.9468
H 3.2918 5.3803 -0.4555
H 3.2260 3.5655 -2.1719
H 3.0657 1.1424 -1.3952
F -1.2431 1.0062 3.4987
B -1.2372 0.1802 4.6010
F -0.5899 -1.0815 4.2402
F -0.5032 0.7613 5.6768
F -2.5974 -0.1102 4.9625
```

Summary:
Charge ... 0
E_LUMO (alpha / beta) ... -0.0217 / -0.0223 Eh
Multiplicity ... 6
⟨S²⟩ ... 8.820

Here are the Mulliken charges for atoms 1 to 2, given in e: atom 1 (Mn): -0.0450, atom 2 (C): -0.7139

ORCA calculation (ωB97M-V with the def2-TZVPD basis set) on a 6-piece molecular cluster, C4H20N2O7 overall.

XYZ file:
```
33
C4H20N2O7, DFT ωB97M-V with the def2-TZVPD basis set
N -1.4834 0.1335 -0.0179
C -0.2474 -0.6324 -0.2119
C 0.2835 -0.5414 -1.6853
C 1.6016 -1.2715 -1.8480
O 0.3728 0.7956 -2.0640
C 0.8281 -0.2199 0.8171
N 0.9732 -1.0483 1.8810
O 1.5311 0.7710 0.7094
H -1.8604 0.5101 -0.8696
H -1.3711 1.0134 0.5565
H -0.5107 -1.7393 0.0156
H -0.5249 -0.9098 -2.3703
H 1.9734 -1.2146 -2.9524
H 2.3922 -0.8572 -1.2461
H 1.5522 -2.3387 -1.5499
H 1.3393 1.1449 -1.9862
H 0.3325 -1.8370 2.0367
H 1.6138 -0.8183 2.5997
H 0.8132 2.2245 0.1257
H 0.0882 2.4727 -1.1918
O 0.4316 2.9309 -0.4193
H 2.6180 2.7536 -1.3404
H 2.6113 1.4118 -0.5505
O 2.7615 1.7931 -1.4382
H -1.7835 -2.6281 1.7465
H -1.2359 -3.6067 2.6357
O -0.9870 -3.1123 1.9285
H -2.7143 -0.9218 1.0502
H -3.7881 -2.0177 0.7376
O -3.1901 -1.6624 1.4197
H -1.5987 3.4080 1.8473
H -1.0677 3.1155 0.5188
O -1.7544 2.8986 1.1159
```

Summary:
Energy above the lowest of the compared OMol25 structures with the same formula, charge and spin ... 0.0 kcal per mole
SMILES ... C[C@H](O)[C@H](N)C(N)=O.O.O.O.O.O
Charge ... 0
E_LUMO ... 0.0235 Eh
Multiplicity ... 1

Here are the Mulliken charges for atoms 1 to 2, given in e: atom 1 (N): -0.5896, atom 2 (C): 0.5473

What max |F| values result from the calculations? In sequence: 3.8, 4.3 eV/Å.